Entry 1:
DFT (the ωB97M-V functional and the def2-TZVPD basis) results for a molecular structure, C30H52Cl2N3PRe.

Results
energy: -2678.52992 Eh
<S²>: 3.799
energy relative to the best compared isomer or geometry (same formula, charge and spin): 19.9 kcal/mol
2S+1: 4
HOMO-LUMO gap (spin up / spin down): 5.52 / 6.68 eV
charge: 0

XYZ file:
```
89
Properties=species:S:1:pos:R:3:lowdin_charge:R:1
P 0.417 0.158 -1.122 1.02
C 0.051 -1.308 -2.417 -0.38
C 0.621 -1.307 -3.873 -0.20
C 0.119 -2.499 -4.697 -0.20
C 0.292 -3.858 -4.018 -0.20
C -0.163 -3.825 -2.557 -0.19
C 0.425 -2.642 -1.781 -0.23
C 2.363 -0.079 -1.015 -0.41
C 3.236 -0.476 -2.241 -0.20
C 4.736 -0.388 -1.913 -0.20
C 5.114 -1.166 -0.654 -0.20
C 4.169 -0.889 0.521 -0.19
C 2.695 -1.045 0.122 -0.25
C 0.555 1.466 -2.493 -0.46
C -0.747 1.608 -3.308 -0.21
C -0.541 2.540 -4.515 -0.20
C 0.095 3.877 -4.150 -0.21
C 1.373 3.709 -3.335 -0.20
C 1.203 2.805 -2.095 -0.21
H -1.048 -1.232 -2.498 0.08
H 1.715 -1.379 -3.842 0.08
H 0.391 -0.387 -4.431 0.09
H 0.596 -2.492 -5.685 0.11
H -0.945 -2.344 -4.911 0.11
H -0.275 -4.618 -4.564 0.11
H 1.344 -4.155 -4.061 0.11
H -1.257 -3.760 -2.522 0.12
H 0.080 -4.762 -2.046 0.11
H 0.074 -2.673 -0.740 0.08
H 1.522 -2.747 -1.786 0.10
H 2.677 0.934 -0.721 0.07
H 4.998 0.670 -1.787 0.11
H 3.064 0.141 -3.141 0.11
H 3.028 -1.521 -2.520 0.09
H 5.324 -0.729 -2.777 0.11
H 6.142 -0.927 -0.369 0.11
H 5.093 -2.235 -0.882 0.11
H 4.398 -1.545 1.368 0.11
H 4.325 0.136 0.879 0.11
H 2.024 -0.852 0.972 0.07
H 2.524 -2.081 -0.209 0.10
H 1.286 1.038 -3.193 0.08
H -1.108 0.632 -3.673 0.09
H -1.534 2.002 -2.651 0.12
H 0.088 2.023 -5.253 0.11
H -1.501 2.713 -5.010 0.11
H -0.623 4.484 -3.582 0.11
H 0.305 4.444 -5.061 0.11
H 1.735 4.691 -3.019 0.11
H 2.159 3.283 -3.973 0.11
H 2.194 2.641 -1.638 0.10
H 0.578 3.297 -1.338 0.10
Re -0.985 0.607 1.171 0.73
Cl 1.059 1.954 1.542 -0.02
Cl -2.620 -0.732 0.042 -0.05
C -1.172 -0.642 2.717 -0.28
H -2.107 -0.439 3.279 0.04
C -0.348 -1.711 3.275 -0.31
C -0.075 -1.889 4.664 -0.05
C 0.724 -2.958 5.053 -0.11
C 1.253 -3.844 4.097 -0.11
C 0.999 -3.654 2.735 -0.09
C 0.206 -2.590 2.329 -0.09
H -0.531 -1.188 5.371 0.10
H 0.931 -3.114 6.115 0.10
H 1.390 -4.335 1.979 0.10
H -0.056 -2.414 1.280 0.07
H 1.862 -4.685 4.427 0.09
C -5.582 1.331 2.436 -0.04
N -4.611 1.943 3.321 -0.14
C -5.181 2.661 4.429 -0.07
C -3.289 1.763 3.191 -0.40
N -2.843 1.317 2.007 -0.11
N -2.457 2.148 4.203 -0.12
C -2.781 2.031 5.631 -0.06
C -1.076 2.438 3.773 -0.12
H -6.543 1.393 2.987 0.09
H -5.353 0.280 2.232 0.10
H -5.693 1.900 1.510 0.10
H -5.239 2.043 5.334 0.08
H -4.654 3.596 4.654 0.10
H -6.203 2.920 4.140 0.09
H -3.588 1.125 1.344 -0.02
H -1.910 1.681 6.210 0.09
H -3.133 2.970 6.121 0.09
H -3.559 1.272 5.816 0.09
H -0.879 1.800 2.845 -0.10
H -1.025 3.494 3.415 0.10
H -0.321 2.156 4.531 0.10
```

***

Entry 2:
DFT (the ωB97M-V functional and the def2-TZVPD basis) results for 3 unconnected molecules or ions with the total composition C30H52ClFNO3S.

Results
energy: -2412.68712 Eh
2S+1: 1
HOMO-LUMO gap: 6.70 eV
charge: +1

XYZ file:
```
89
Properties=species:S:1:pos:R:3:lowdin_charge:R:1
C 1.561 -3.003 5.598 -0.11
C 2.149 -2.182 4.446 -0.20
C 1.440 -0.824 4.248 -0.27
F 0.418 -0.629 5.180 0.00
C 0.806 -0.540 2.892 -0.05
C 1.071 0.674 2.231 -0.09
C 1.998 1.739 2.768 0.00
C 0.462 0.944 1.012 -0.11
C 0.673 2.203 0.222 -0.09
C -0.602 3.049 0.002 -0.26
C -1.465 3.173 1.259 -0.55
S -3.067 3.852 0.715 0.74
N -0.364 0.010 0.491 0.01
O -0.899 0.257 -0.743 0.07
C -0.680 -1.172 1.067 -0.15
C -1.627 -2.075 0.342 -0.11
C -3.079 -1.555 0.356 -0.15
C -3.712 -1.318 1.733 -0.36
C -3.766 -2.602 2.587 -0.06
C -5.143 -0.816 1.491 -0.18
C -5.752 -0.120 2.718 -0.17
C -4.966 1.071 3.209 -0.10
C -4.279 1.166 4.356 -0.34
C -3.648 0.003 5.081 -0.05
C -4.114 2.515 5.030 -0.06
C -0.080 -1.439 2.285 -0.45
Cl -0.473 -2.933 3.029 0.91
H 0.505 -3.218 5.479 0.04
H 1.705 -2.467 6.536 0.08
H 2.117 -3.934 5.699 0.08
H 2.146 -2.761 3.524 0.09
H 3.183 -1.979 4.720 0.12
H 2.177 -0.062 4.465 0.12
H 1.464 2.676 2.927 0.10
H 2.487 1.469 3.691 0.08
H 2.780 1.945 2.036 0.10
H 1.122 1.952 -0.742 0.13
H 1.392 2.838 0.727 0.11
H -1.185 2.656 -0.829 0.09
H -0.290 4.048 -0.300 0.12
H -1.024 3.893 1.944 0.08
H -1.643 2.216 1.750 0.06
H -3.477 4.429 1.851 -0.14
H -1.762 0.682 -0.607 0.13
H -1.576 -3.096 0.701 0.09
H -1.312 -2.103 -0.704 0.13
H -3.180 -0.641 -0.232 0.10
H -3.686 -2.301 -0.164 0.14
H -3.139 -0.526 2.230 0.12
H -3.216 -2.460 3.517 0.04
H -3.312 -3.459 2.091 0.07
H -4.787 -2.835 2.880 0.08
H -5.744 -1.705 1.279 0.12
H -5.208 -0.172 0.609 0.12
H -5.864 -0.845 3.526 0.11
H -6.740 0.251 2.443 0.12
H -4.966 1.928 2.536 0.09
H -2.895 -0.497 4.471 0.05
H -4.372 -0.754 5.398 0.09
H -3.149 0.354 5.984 0.08
H -3.079 2.865 4.976 0.07
H -4.405 2.389 6.072 0.08
H -4.760 3.244 4.548 0.07
C 0.849 -1.541 -3.623 -0.18
C 1.537 -1.667 -4.982 -0.16
C 2.100 -0.265 -5.174 -0.18
O 2.392 0.234 -3.859 -0.14
C 1.809 -0.618 -2.883 -0.22
H 0.700 -2.493 -3.114 0.11
H -0.125 -1.059 -3.741 0.11
H 2.348 -2.395 -4.924 0.12
H 0.868 -1.966 -5.786 0.12
H 1.363 0.398 -5.638 0.12
H 3.006 -0.251 -5.778 0.11
H 2.608 -1.188 -2.393 0.12
H 1.307 -0.005 -2.129 0.08
C 7.165 0.974 -7.775 -0.17
C 6.305 1.200 -9.015 -0.17
C 5.216 0.152 -8.831 -0.20
O 5.042 -0.005 -7.419 -0.16
C 6.112 0.643 -6.726 -0.21
H 7.777 1.831 -7.501 0.11
H 7.826 0.118 -7.929 0.11
H 5.872 2.203 -8.992 0.11
H 6.845 1.085 -9.953 0.11
H 5.517 -0.812 -9.253 0.12
H 4.265 0.443 -9.278 0.12
H 5.722 1.553 -6.256 0.12
H 6.483 -0.019 -5.943 0.12
```

***

Entry 3:
DFT (the ωB97M-V functional and the def2-TZVPD basis) results for a molecular structure, C30H52KN11O2.

Results
energy: -2526.77699 Eh
energy relative to the best compared isomer or geometry (same formula, charge and spin): 52.0 kcal/mol
2S+1: 1
HOMO-LUMO gap (spin up / spin down): 5.29 / 5.27 eV
charge: 0

XYZ file:
```
96
Properties=species:S:1:pos:R:3:lowdin_charge:R:1
K -0.617 0.044 0.089 0.62
C 0.432 -4.718 -3.869 -0.06
N 0.046 -3.395 -3.415 -0.17
C 0.533 -2.294 -4.219 -0.07
C -0.245 -3.213 -2.054 -0.40
N 0.346 -2.446 -1.217 0.09
C 1.703 -1.981 -1.492 -0.21
C 2.403 -1.596 -0.187 -0.18
N 1.789 -0.465 0.504 -0.26
C 1.692 -0.646 1.968 -0.18
C 0.635 -1.667 2.427 -0.21
N -0.722 -1.112 2.376 0.03
C -1.585 -1.432 3.270 -0.38
N -1.470 -2.481 4.181 -0.19
C -1.700 -2.286 5.596 -0.06
C -0.979 -3.777 3.781 -0.07
N -2.746 -0.684 3.420 -0.15
C -2.897 0.529 2.610 -0.06
C -4.001 -1.360 3.695 -0.06
C 2.417 0.820 0.170 -0.19
C 2.269 1.260 -1.288 -0.19
N 0.864 1.277 -1.693 0.06
C 0.517 1.755 -2.819 -0.39
N 1.369 2.468 -3.671 -0.17
C 1.292 2.322 -5.109 -0.08
C 1.854 3.760 -3.212 -0.06
N -0.787 1.545 -3.301 -0.15
C -1.516 2.736 -3.721 -0.04
C -1.632 0.621 -2.565 -0.13
N -1.294 -3.996 -1.618 -0.16
C -2.476 -4.214 -2.428 -0.05
C -1.497 -4.139 -0.188 -0.06
H 1.521 -4.849 -3.867 0.09
H 0.074 -4.892 -4.887 0.09
H -0.008 -5.471 -3.219 0.09
H 0.122 -2.382 -5.228 0.09
H 1.625 -2.264 -4.304 0.09
H 0.198 -1.344 -3.806 0.07
H 1.706 -1.124 -2.165 0.08
H 2.301 -2.766 -1.972 0.12
H 3.460 -1.383 -0.414 0.12
H 2.390 -2.470 0.468 0.11
H 1.426 0.319 2.406 0.11
H 2.665 -0.951 2.383 0.12
H 0.899 -1.980 3.442 0.11
H 0.703 -2.557 1.790 0.09
H -2.099 -1.291 5.771 0.09
H -0.769 -2.389 6.165 0.09
H -2.414 -3.020 5.986 0.08
H -0.939 -3.840 2.696 0.07
H -1.659 -4.557 4.140 0.09
H 0.020 -3.999 4.172 0.09
H -1.990 1.130 2.620 0.04
H -3.734 1.109 3.001 0.09
H -3.125 0.264 1.578 0.04
H -3.823 -2.339 4.131 0.08
H -4.591 -1.496 2.780 0.09
H -4.601 -0.773 4.392 0.09
H 3.495 0.796 0.405 0.13
H 1.945 1.587 0.789 0.08
H 2.842 0.611 -1.961 0.11
H 2.744 2.240 -1.354 0.10
H 0.862 1.357 -5.365 0.09
H 2.297 2.378 -5.533 0.09
H 0.690 3.106 -5.587 0.08
H 1.701 3.866 -2.141 0.09
H 1.308 4.574 -3.707 0.09
H 2.917 3.886 -3.429 0.09
H -0.839 3.455 -4.171 0.07
H -2.003 3.217 -2.866 0.10
H -2.278 2.474 -4.457 0.09
H -1.054 -0.261 -2.287 0.03
H -2.460 0.317 -3.207 0.10
H -2.055 1.070 -1.652 0.06
H -2.224 -4.196 -3.484 0.08
H -3.245 -3.453 -2.242 0.08
H -2.905 -5.187 -2.186 0.09
H -0.536 -4.092 0.316 0.07
H -1.968 -5.105 0.007 0.09
H -2.138 -3.352 0.232 0.08
N 4.264 8.324 4.456 0.13
C 3.592 7.502 4.014 -0.20
C 2.746 6.469 3.464 -0.25
C 3.020 5.128 3.723 -0.04
C 2.209 4.143 3.195 -0.04
C 1.102 4.455 2.388 -0.27
C 0.847 5.815 2.142 -0.04
C 1.652 6.806 2.668 -0.04
C 0.282 3.428 1.832 -0.24
C -0.425 2.545 1.335 -0.09
H 3.867 4.867 4.344 0.11
H 2.417 3.102 3.403 0.11
H -0.005 6.074 1.528 0.11
H 1.438 7.848 2.470 0.11
O -3.389 -1.046 -0.130 -0.04
O -4.065 -0.667 -1.035 0.04
```